Arrangement A

12
Properties=species:S:1:pos:R:3:mulliken_charge:R:1 method="wB97M-V/def2-TZVPD" orbital_gap_ev="7.22 / 5.54" homo_energy_ev="-7.659 / -6.811"
N 1.230 1.430 -0.337 -0.40
C 1.895 0.482 0.199 -0.35
C 0.990 -0.721 0.275 0.01
O 0.111 -0.691 1.594 -0.30
C -0.917 -0.737 0.813 -0.17
C -0.185 1.156 -0.627 -0.45
C -0.365 -0.412 -0.466 -0.10
H 1.377 -1.741 0.237 0.42
H -1.904 -0.994 1.197 0.41
H -0.554 1.480 -1.607 0.33
H -0.769 1.695 0.130 0.23
H -0.713 -0.918 -1.368 0.37

=====

Arrangement B

12
Properties=species:S:1:pos:R:3:mulliken_charge:R:1 method="wB97M-V/def2-TZVPD" orbital_gap_ev=10.97 homo_energy_ev=-10.325 smiles="N#C[C@@H]1C[C@@H]1C=O"
N 0.743 -1.557 -2.333 -0.41
C 0.521 -0.627 -1.681 0.03
C 0.237 0.539 -0.881 0.01
C 0.884 0.726 0.459 -0.70
C -0.588 0.396 0.382 0.08
C -0.988 -0.933 0.984 -0.18
O -1.734 -0.968 1.935 -0.47
H 0.027 1.442 -1.443 0.39
H 1.601 -0.050 0.757 0.29
H 1.192 1.719 0.765 0.25
H -1.370 1.160 0.489 0.34
H -0.524 -1.846 0.567 0.36

=====

Stability verdict: arrangement B, ahead by 102.2 kcal/mol

=====

Arrangement A

57
Properties=species:S:1:pos:R:3:mulliken_spin:R:1 method="wB97M-V/def2-TZVPD" total_charge=+1 orbital_gap_ev="7.90 / 6.82" s2=3.79 homo_energy_ev="-11.264 / -11.562" multiplicity=4
Re -0.095 -0.291 -0.456 2.64
O -2.657 2.425 1.196 0.07
C -1.757 1.879 0.606 -0.02
N -1.577 0.522 0.506 -0.04
C -2.747 -0.329 0.697 0.01
C -2.954 -1.114 -0.578 0.01
C -4.108 -1.827 -0.862 0.00
C -4.182 -2.530 -2.051 0.01
C -3.099 -2.515 -2.922 -0.01
C -1.979 -1.798 -2.568 0.00
N -1.911 -1.101 -1.424 0.00
C -0.735 2.614 -0.198 0.05
C -0.637 3.991 -0.182 -0.01
C 0.296 4.586 -1.014 0.02
C 1.093 3.787 -1.819 -0.02
C 0.950 2.415 -1.761 0.02
N 0.037 1.835 -0.972 0.00
H -3.610 0.302 0.916 0.00
H -2.610 -1.013 1.539 0.01
H -4.927 -1.822 -0.157 0.00
H -5.076 -3.087 -2.297 0.00
H -3.119 -3.059 -3.855 0.00
H -1.096 -1.773 -3.194 -0.01
H -1.287 4.554 0.472 0.00
H 0.407 5.662 -1.032 0.00
H 1.834 4.216 -2.478 0.00
H 1.587 1.756 -2.332 0.00
C 1.038 3.870 3.108 0.03
C 0.490 2.596 3.169 0.01
C 1.028 1.573 2.404 0.04
C 2.121 1.813 1.570 0.05
C 2.691 3.090 1.547 0.02
C 2.143 4.113 2.302 -0.01
C 2.655 0.769 0.690 0.13
C 1.879 -0.040 -0.046 -0.02
C 2.295 -1.118 -0.956 -0.09
C 1.718 -1.145 -2.237 0.10
C 1.840 -2.281 -3.045 0.05
C 2.543 -3.373 -2.584 -0.01
C 3.136 -3.346 -1.317 0.01
C 3.001 -2.243 -0.504 -0.02
H 0.620 4.666 3.709 0.00
H -0.354 2.399 3.817 0.00
H 0.624 0.570 2.479 -0.02
H 3.557 3.277 0.923 0.00
H 2.591 5.098 2.271 0.00
H 3.737 0.705 0.593 -0.01
H 1.250 -0.256 -2.652 -0.05
H 1.414 -2.287 -4.040 0.00
H 2.647 -4.249 -3.210 0.00
H 3.689 -4.204 -0.956 0.00
H 3.420 -2.251 0.495 0.00
N 2.916 -4.959 1.909 0.03
C 1.854 -4.566 1.682 -0.01
N 0.628 -4.152 1.440 0.08
C 0.311 -3.060 0.938 0.09
N -0.107 -2.067 0.450 -0.12

=====

Arrangement B

57
Properties=species:S:1:pos:R:3:mulliken_spin:R:1 method="wB97M-V/def2-TZVPD" total_charge=+1 orbital_gap_ev="6.65 / 6.27" s2=3.78 homo_energy_ev="-10.938 / -11.084" multiplicity=4
Re -0.180 0.069 0.003 2.69
O 0.619 -3.835 -1.203 0.06
C 0.169 -2.844 -0.654 -0.03
N 0.586 -1.578 -0.891 0.00
C 1.530 -1.411 -1.972 0.00
C 1.050 -0.247 -2.783 0.02
C 1.497 0.040 -4.062 -0.01
C 0.983 1.140 -4.725 0.01
C 0.013 1.906 -4.093 -0.01
C -0.384 1.558 -2.819 -0.01
N 0.128 0.509 -2.164 0.00
C -0.963 -2.904 0.318 0.03
C -1.427 -4.112 0.821 -0.01
C -2.491 -4.098 1.707 0.01
C -3.066 -2.879 2.038 0.00
C -2.548 -1.719 1.484 0.02
N -1.511 -1.734 0.656 0.00
H 1.586 -2.337 -2.559 0.00
H 2.535 -1.197 -1.579 0.01
H 2.238 -0.593 -4.521 0.00
H 1.327 1.394 -5.714 0.00
H -0.421 2.765 -4.576 0.00
H -1.130 2.148 -2.304 -0.01
H -0.943 -5.023 0.503 0.00
H -2.861 -5.017 2.138 0.00
H -3.901 -2.823 2.718 0.00
H -2.963 -0.749 1.725 0.00
C 4.832 1.658 -1.651 0.02
C 4.303 2.832 -2.162 0.00
C 3.057 3.267 -1.762 0.02
C 2.303 2.519 -0.852 0.03
C 2.854 1.343 -0.331 0.11
C 4.107 0.920 -0.727 0.03
C 0.991 2.980 -0.453 0.06
C -0.028 2.210 -0.015 -0.13
C -1.260 2.859 0.440 -0.04
C -1.188 4.015 1.225 -0.01
C -2.340 4.660 1.628 0.01
C -3.583 4.157 1.271 0.00
C -3.671 2.998 0.514 0.05
C -2.523 2.354 0.095 0.07
H 5.814 1.326 -1.951 0.00
H 4.870 3.412 -2.872 0.00
H 2.651 4.186 -2.157 0.00
H 2.322 0.807 0.458 -0.07
H 4.535 0.026 -0.300 0.00
H 0.831 4.049 -0.564 -0.01
H -0.219 4.391 1.517 0.00
H -2.270 5.562 2.217 0.00
H -4.483 4.664 1.583 0.00
H -4.639 2.607 0.238 0.00
H -2.602 1.475 -0.545 -0.01
N -2.277 0.618 6.130 0.04
C -1.590 0.681 5.210 -0.02
N -0.796 0.785 4.206 0.08
C -0.611 0.508 3.036 0.06
N -0.305 0.326 1.901 -0.05

=====

Stability verdict: arrangement A, ahead by 21.6 kcal/mol

=====

Arrangement A

17
Properties=species:S:1:pos:R:3:mulliken_charge:R:1 method="wB97M-V/def2-TZVPD" total_charge=+2 orbital_gap_ev=10.32 homo_energy_ev=-18.710 smiles="NC1=N[NH2+]CC(=[NH2+])N1"
N -2.150 -1.655 0.173 -0.32
C -0.995 -1.088 0.219 0.48
N 0.124 -1.689 0.435 -0.72
N 1.313 -0.989 0.595 0.16
C 1.452 0.330 -0.125 -0.91
C 0.119 1.034 -0.293 0.63
N 0.156 2.302 -0.665 -0.37
N -1.008 0.400 -0.091 -0.22
H -2.279 -2.561 0.567 0.29
H -3.104 -1.335 -0.132 0.23
H 2.185 -1.540 0.305 0.43
H 1.603 -0.885 1.568 0.40
H 1.856 0.334 -1.142 0.42
H 2.131 0.902 0.355 0.58
H 1.164 2.775 -0.598 0.31
H -0.542 3.023 -0.752 0.27
H -2.024 0.642 -0.420 0.36

=====

Arrangement B

17
Properties=species:S:1:pos:R:3:mulliken_charge:R:1 method="wB97M-V/def2-TZVPD" total_charge=+2 orbital_gap_ev=10.24 homo_energy_ev=-19.199
C -2.730 -0.991 -0.283 -0.08
C -0.703 0.667 0.048 0.50
C 1.682 -0.244 -0.079 0.64
N -1.533 -1.076 -0.029 -0.31
N 2.941 0.152 -0.193 -0.32
N 1.382 -1.527 0.241 -0.21
N -1.447 1.732 0.179 -0.21
N 0.661 0.731 -0.139 -0.15
H -3.369 -1.880 -0.426 0.29
H -3.385 -0.116 -0.556 0.16
H 3.583 -0.510 0.221 0.24
H 3.274 1.015 -0.508 0.23
H 2.074 -2.223 0.190 0.25
H 0.481 -1.747 0.476 0.24
H -2.383 1.949 0.030 0.27
H -0.850 2.603 0.020 0.26
H 1.053 1.641 -0.232 0.21

=====

Stability verdict: arrangement A, ahead by 11.0 kcal/mol

=====

Arrangement A

19
Properties=species:S:1:pos:R:3:mulliken_charge:R:1 method="wB97M-V/def2-TZVPD" orbital_gap_ev=9.66 homo_energy_ev=-8.672
C -0.073 2.146 -1.205 -0.96
N 0.666 0.825 -0.069 -0.58
C -0.376 -0.428 2.265 -0.97
C 0.082 -1.210 1.039 -0.89
C -0.112 -0.459 -0.274 0.55
C 0.340 -1.216 -1.526 -1.29
H 0.023 1.807 -0.089 0.26
H 0.728 2.838 -1.353 0.33
H -0.845 2.758 -1.020 0.36
H -0.173 1.486 -2.054 0.30
H -0.185 0.739 2.026 0.23
H -1.381 -0.704 2.636 0.30
H 0.258 -0.602 3.193 0.30
H -0.357 -2.249 1.126 0.32
H 1.134 -1.369 0.962 0.45
H -1.241 -0.338 -0.212 0.26
H -0.354 -1.386 -2.323 0.32
H 0.839 -2.130 -1.162 0.36
H 1.026 -0.510 -1.961 0.36

=====

Arrangement B

19
Properties=species:S:1:pos:R:3:mulliken_charge:R:1 method="wB97M-V/def2-TZVPD" orbital_gap_ev=10.03 homo_energy_ev=-8.876
C 0.206 0.501 1.640 -0.16
C -0.061 -0.813 1.433 -0.97
C 1.585 0.968 2.017 -0.96
H -0.599 1.107 2.045 0.46
H 0.010 1.452 -0.883 0.17
H 0.712 -1.561 1.548 0.35
H -0.039 -0.774 -0.467 0.11
H -1.030 -1.237 1.651 0.32
H 1.841 1.872 1.459 0.28
H 1.641 1.182 3.087 0.31
H 2.337 0.215 1.784 0.34
C -1.648 -0.553 -1.954 -0.93
C -0.189 -0.500 -1.577 0.21
N 0.786 -0.810 -2.324 -0.59
H 0.532 -0.888 -3.311 0.24
H -0.033 1.557 -0.045 -0.11
H -1.788 -0.353 -3.017 0.39
H -2.197 0.173 -1.357 0.26
H -2.065 -1.538 -1.728 0.28

=====

Stability verdict: arrangement B, ahead by 39.2 kcal/mol

=====

Arrangement A

19
Properties=species:S:1:pos:R:3:mulliken_charge:R:1 method="wB97M-V/def2-TZVPD" orbital_gap_ev=9.68 homo_energy_ev=-8.536 smiles=CNCC(C)C
C 0.632 1.804 -1.380 -0.79
N 1.299 0.576 -0.991 -0.39
C 0.378 -0.496 -0.670 -0.93
C -0.403 -0.345 0.670 0.95
C 0.142 -1.317 1.724 -1.65
C -1.932 -0.343 0.506 -1.30
H 1.252 2.690 -1.276 0.32
H 0.353 1.724 -2.434 0.26
H -0.310 1.957 -0.842 0.24
H 1.956 0.710 -0.230 0.27
H -0.346 -0.578 -1.480 0.35
H 0.969 -1.407 -0.647 0.39
H -0.082 0.647 1.007 0.16
H 1.126 -0.955 2.025 0.36
H -0.504 -1.386 2.596 0.43
H 0.218 -2.332 1.323 0.35
H -2.293 0.666 0.646 0.30
H -2.277 -0.754 -0.440 0.31
H -2.387 -0.945 1.294 0.37

=====

Arrangement B

19
Properties=species:S:1:pos:R:3:mulliken_charge:R:1 method="wB97M-V/def2-TZVPD" orbital_gap_ev=5.53 homo_energy_ev=-6.187
C -1.037 1.957 -0.668 -1.17
C -1.482 0.533 -1.014 -0.66
C -0.973 -0.603 -0.331 -0.37
C 0.490 -0.790 -0.525 -0.19
N 1.428 -0.045 0.481 -0.47
C 0.819 -0.205 1.784 -0.22
H -1.158 2.035 0.479 0.30
H -1.778 2.657 -1.205 0.34
H 0.002 2.343 -0.947 0.28
H -2.633 0.561 -1.119 0.31
H -1.139 -0.109 -1.816 0.46
H 0.933 -1.813 -0.668 0.41
H -1.618 -1.500 -0.165 0.29
H 2.898 -2.565 0.980 0.22
H 0.679 -0.136 -1.483 0.23
H 2.640 -2.065 0.510 -0.24
H 0.376 0.828 1.015 0.22
H 0.189 -1.006 1.946 0.09
H 1.364 -0.077 2.745 0.19

=====

Stability verdict: arrangement A, ahead by 208.7 kcal/mol

=====

Arrangement A

19
Properties=species:S:1:pos:R:3:mulliken_charge:R:1 method="wB97M-V/def2-TZVPD" orbital_gap_ev=9.87 homo_energy_ev=-8.693 smiles=CCCN(C)C
C -1.960 -1.399 0.070 -1.16
C -1.513 -0.109 0.715 -0.37
C -0.507 0.654 -0.163 -0.76
N 0.790 0.012 -0.283 -0.05
C 1.527 0.104 0.974 -0.97
C 1.555 0.656 -1.351 -1.05
H -1.173 -2.140 -0.024 0.29
H -2.472 -1.228 -0.877 0.31
H -2.629 -2.008 0.691 0.37
H -2.315 0.580 0.963 0.34
H -1.072 -0.355 1.683 0.23
H -1.004 0.672 -1.134 0.43
H -0.420 1.690 0.196 0.38
H 2.500 -0.374 0.879 0.36
H 1.644 1.141 1.319 0.34
H 0.973 -0.452 1.725 0.26
H 2.461 0.062 -1.463 0.37
H 1.722 1.738 -1.281 0.34
H 1.020 0.521 -2.292 0.33

=====

Arrangement B

19
Properties=species:S:1:pos:R:3:mulliken_charge:R:1 method="wB97M-V/def2-TZVPD" orbital_gap_ev=10.16 homo_energy_ev=-9.098 smiles="C=CC.CNC"
C 2.394 -0.933 -0.627 -0.82
C 2.426 0.188 0.105 0.19
C 2.087 1.520 -0.449 -0.94
H 2.719 -1.932 -0.386 0.28
H 2.001 -0.806 -1.636 0.17
H 2.796 0.004 1.111 0.30
H 1.763 1.386 -1.483 0.28
H 2.872 2.229 -0.192 0.32
H 1.179 1.983 -0.034 0.22
C -1.596 0.426 -0.420 -0.79
N -2.789 -0.224 0.126 -0.42
C -2.350 -1.309 1.047 -0.79
H -0.913 0.763 0.378 0.29
H -1.896 1.221 -1.101 0.33
H -0.873 -0.187 -0.974 0.24
H -3.189 0.456 0.756 0.27
H -1.843 -0.929 1.941 0.30
H -3.198 -1.944 1.291 0.28
H -1.591 -1.914 0.549 0.30

=====

Stability verdict: arrangement A, ahead by 26.5 kcal/mol